The following is a quantum chemistry calculation of the molecule C3H5N3OS at a distorted geometry, from the OMol25 dataset.

Calculated values
- LUMO: 0.57 eV
- 2S+1: 1
- SMILES string: S/N=C1/CON=CN1
- HOMO energy: -8.81 eV
- M: 131.160 g mol⁻¹
- Strongest force on any atom: 1.730 eV Å⁻¹
- E_tot: -754.9232 Eh

```
13
Properties=species:S:1:pos:R:3:nbo_charge:R:1
H -2.08 0.38 1.89 0.200
O -0.90 1.81 -0.75 -0.369
N -1.69 1.62 0.38 -0.139
S 1.09 -2.71 -0.34 0.104
H -0.41 -1.15 1.48 0.428
N -0.51 -0.45 0.78 -0.632
C 0.37 1.19 -0.74 -0.133
H 1.08 1.81 -0.14 0.193
H 2.37 -2.93 -0.68 0.133
C -1.49 0.51 1.01 0.171
C 0.33 -0.23 -0.27 0.379
H 0.67 1.17 -1.81 0.230
N 1.16 -1.02 -0.81 -0.565
```

---

The following is a quantum chemistry calculation of a structure of composition C3H5N3S at a distorted geometry, from the OMol25 dataset.

Calculated values
- LUMO: -1.07 eV
- 2S+1: 1
- HOMO energy: -8.88 eV
- M: 115.161 g mol⁻¹
- Strongest force on any atom: 5.419 eV Å⁻¹
- E_tot: -679.6184 Eh

```
12
Properties=species:S:1:pos:R:3:nbo_charge:R:1
N -1.29 0.49 0.47 -0.456
N -1.61 0.71 -0.83 -0.222
C -0.06 -0.14 0.74 0.361
H -2.06 0.43 1.25 0.393
H 0.93 -1.17 1.97 0.363
C -2.73 1.38 -1.21 -0.186
H -2.86 1.59 -2.25 0.207
S 2.28 -1.03 -0.34 0.092
N 0.10 -0.57 1.93 -0.654
H 0.78 1.27 -1.05 0.282
H -3.32 1.87 -0.36 0.164
C 1.05 0.10 -0.40 -0.344
```

---

The following is a quantum chemistry calculation of the molecule C3H5N3S at a distorted geometry, from the OMol25 dataset.

Calculated values
- LUMO: -0.92 eV
- 2S+1: 1
- SMILES string: [H]/N=C\N(C=S)/C=N\[H]
- HOMO energy: -8.99 eV
- M: 115.161 g mol⁻¹
- Strongest force on any atom: 5.392 eV Å⁻¹
- E_tot: -679.6630 Eh

```
12
Properties=species:S:1:pos:R:3:nbo_charge:R:1
S -0.12 2.50 -0.78 -0.048
N 0.06 -2.03 -1.43 -0.602
H -0.12 -1.32 -2.27 0.370
H 0.74 2.08 1.02 0.336
H 0.57 -0.52 2.10 0.188
C -0.02 -1.59 -0.24 0.286
H -0.21 -2.19 0.62 0.197
N -0.01 -0.03 0.05 -0.503
N 0.88 1.46 1.79 -0.595
C 0.46 0.26 1.40 0.219
C -0.76 0.91 -0.74 -0.069
H -1.47 0.47 -1.50 0.221
```

---

The following is a quantum chemistry calculation of a structure of composition C3H5N3S at a distorted geometry, from the OMol25 dataset.

Calculated values
- LUMO: 0.89 eV
- 2S+1: 1
- HOMO energy: -7.76 eV
- M: 115.161 g mol⁻¹
- Strongest force on any atom: 4.713 eV Å⁻¹
- E_tot: -679.7405 Eh

```
12
Properties=species:S:1:pos:R:3:nbo_charge:R:1
C 0.34 -0.34 -0.44 0.070
H -1.43 2.12 1.35 0.396
N 1.41 0.35 -0.94 -0.798
H 0.50 -2.58 -0.93 0.245
H -0.11 2.06 0.41 0.357
S -1.50 -1.95 0.26 0.579
N -1.72 -0.49 0.86 -0.659
H 2.04 -0.36 -1.30 0.383
C 0.03 -1.63 -0.52 -0.495
H 1.79 1.00 -0.37 0.375
N -0.62 1.57 1.07 -0.812
C -0.74 0.26 0.56 0.359
```